(1)
98
Properties=species:S:1:pos:R:3 method="wB97M-V/def2-TZVPD" total_charge=-1 largest_force_ev_per_a=0.46 e_homo_ha="-0.0868 / -0.0867" homo_lumo_gap_ev="5.00 / 4.99" molar_mass_g_mol=858.4
Rh 0.8393 0.2783 0.3938
C 2.6431 -0.3364 3.6278
Si 1.0527 -0.0087 2.6347
C 0.3366 1.5924 3.4377
C 0.3590 1.8640 4.8093
C -0.1668 3.0363 5.3314
C -0.7523 3.9673 4.4796
C -0.7871 3.7216 3.1167
C -0.2234 2.5598 2.5891
P -0.3504 2.1138 0.7846
C -0.1345 3.7124 -0.0991
C -0.4548 3.7140 -1.4609
C -0.2225 4.8260 -2.2495
C 0.3760 5.9569 -1.7005
C 0.7283 5.9587 -0.3621
C 0.4709 4.8464 0.4343
C -2.1984 1.9558 0.8074
C -2.7208 0.9077 1.5691
C -4.0865 0.7397 1.7181
C -4.9704 1.6186 1.1025
C -4.4660 2.6718 0.3579
C -3.0920 2.8472 0.2224
C -0.0338 -1.5325 3.1138
C -0.1993 -2.0219 4.4105
C -0.9225 -3.1789 4.6664
C -1.4901 -3.8839 3.6133
C -1.3369 -3.4247 2.3131
C -0.6149 -2.2606 2.0573
P -0.4088 -1.5088 0.3789
C -1.7439 -2.3371 -0.5719
C -1.5555 -3.6245 -1.0731
C -2.5424 -4.2458 -1.8252
C -3.7369 -3.5863 -2.0857
C -3.9348 -2.3042 -1.5921
C -2.9425 -1.6830 -0.8448
C 1.1461 -1.8846 -0.4077
C 2.1787 -2.5445 0.3611
C 3.3595 -2.9257 -0.1731
C 3.6502 -2.5507 -1.5422
C 2.6860 -2.0950 -2.3453
C 1.2333 -2.1152 -1.9224
H 2.4662 -0.5584 4.6859
H 3.3085 0.5301 3.5741
H 3.1695 -1.1888 3.1890
H 0.7971 1.1385 5.4884
H -0.1340 3.2226 6.3989
H -1.1842 4.8776 4.8789
H -1.2714 4.4356 2.4585
H -0.8677 2.8129 -1.9024
H -0.4865 4.8060 -3.2997
H 0.5765 6.8225 -2.3198
H 1.2093 6.8264 0.0730
H 0.7491 4.8692 1.4806
H -2.0446 0.2152 2.0573
H -4.4598 -0.0847 2.3138
H -6.0398 1.4855 1.2100
H -5.1410 3.3724 -0.1195
H -2.7278 3.6902 -0.3494
H 0.2431 -1.4843 5.2439
H -1.0456 -3.5319 5.6841
H -2.0531 -4.7898 3.8052
H -1.7910 -3.9749 1.4976
H -0.6243 -4.1402 -0.8697
H -2.3765 -5.2438 -2.2129
H -4.5063 -4.0670 -2.6776
H -4.8602 -1.7793 -1.7968
H -3.0910 -0.6708 -0.4896
H 1.9990 -2.6993 1.4222
H 4.1279 -3.3691 0.4488
H 4.6771 -2.5838 -1.8936
H 2.9238 -1.7540 -3.3484
H 0.8654 -3.1374 -2.1399
C 1.5030 -0.6277 -5.7908
Ge 0.2669 -1.6507 -4.6566
C -1.5571 -1.2697 -5.2814
C 0.6001 -3.5659 -4.9244
C 0.4013 -1.1493 -2.7707
H 1.3791 -0.8914 -6.8430
H 2.5398 -0.8126 -5.5082
H 1.3089 0.4400 -5.6759
H -1.7142 -1.6368 -6.2974
H -1.7474 -0.1950 -5.2698
H -2.2837 -1.7489 -4.6220
H 0.5001 -3.8284 -5.9795
H -0.1191 -4.1539 -4.3514
H 1.6023 -3.8339 -4.5876
H -0.6247 -1.0970 -2.4023
H 0.8078 -0.1407 -2.6583
C 4.9429 0.3676 0.5330
O 3.6478 0.2316 -0.0146
C 2.6215 1.0367 0.3775
C 3.0823 2.3655 0.9276
H 4.9164 0.4800 1.6205
H 5.4938 1.2075 0.0979
H 5.4616 -0.5593 0.2887
H 3.9595 2.7494 0.3990
H 3.3397 2.2965 1.9921
H 2.2923 3.1036 0.8316

=====

(2)
14
Properties=species:S:1:pos:R:3 method="wB97M-V/def2-TZVPD" total_charge=0 largest_force_ev_per_a=3.46 e_homo_ha=-0.3177 homo_lumo_gap_ev=9.26 molar_mass_g_mol=88.1
H -0.4825 -1.9178 0.2112
N -1.0995 -1.0841 0.3567
C -1.3293 -0.9776 1.6445
N -1.0611 -1.7471 2.8077
H -1.8589 -0.0271 1.8879
H -0.1793 -2.2334 2.8958
H -1.2118 -1.1236 3.5822
H 2.2329 2.6981 -2.2894
N 2.0403 1.8259 -2.8826
C 0.9545 1.2071 -2.5008
N 0.4628 1.1979 -1.2326
H 0.5510 0.3557 -3.0417
H -0.1339 0.4009 -0.9875
H 1.1149 1.4252 -0.4514

=====

(3)
71
Properties=species:S:1:pos:R:3 method="wB97M-V/def2-TZVPD" total_charge=-1 largest_force_ev_per_a=2.00 e_homo_ha="-0.1541 / -0.1620" homo_lumo_gap_ev="6.79 / 7.10" molar_mass_g_mol=610.4 spin_multiplicity=7
Eu -0.1634 0.3465 0.5144
Cl -2.6526 -0.5473 0.0858
P -0.5301 2.1753 -1.7753
C -2.0355 3.1256 -1.2246
C 0.8659 3.3500 -2.0838
C -1.0291 1.3861 -3.3554
C -2.2245 3.0196 0.2979
H -2.8538 2.5493 -1.7001
C -2.1373 4.5822 -1.6829
H -1.4166 5.2300 -1.1675
H -3.1436 4.9460 -1.4312
H -2.0151 4.7053 -2.7638
H -2.6075 2.0179 0.5520
H -2.9638 3.7572 0.6402
H -1.2907 3.1746 0.8621
H -1.9099 0.8015 -3.0302
C 0.0290 0.3992 -3.8743
C -1.4777 2.3947 -4.4106
H -2.4292 2.8722 -4.1533
H -1.6372 1.8712 -5.3616
H -0.7320 3.1791 -4.5891
H 0.7157 0.0606 -3.0885
H 0.6020 0.8235 -4.7076
H -0.4810 -0.4976 -4.2484
C 1.4145 3.8999 -0.7649
H 0.3923 4.1505 -2.6710
C 2.0055 2.7113 -2.8782
H 0.6523 4.2940 -0.0794
H 2.1160 4.7109 -0.9842
H 1.9719 3.1231 -0.2148
H 2.3323 1.7791 -2.3892
H 2.8616 3.3983 -2.8980
H 1.7388 2.5024 -3.9188
Cl 2.4007 0.1238 -0.3964
H 0.0825 -1.0680 -0.9602
P -0.1440 -2.5522 1.4322
C -1.1784 -3.8738 0.6614
C 1.5472 -3.2203 1.7501
C -1.0052 -2.1054 3.0043
C -1.1152 -3.7497 -0.8679
H -2.1959 -3.5765 0.9796
C -0.8864 -5.2877 1.1528
H 0.0493 -5.6819 0.7398
H -1.6985 -5.9389 0.8058
H -0.8527 -5.3665 2.2437
H -1.6271 -2.8283 -1.1697
H -1.6266 -4.6028 -1.3319
H -0.0810 -3.7084 -1.2371
H -1.9844 -1.8006 2.5918
C -0.3884 -0.8731 3.6919
C -1.2310 -3.2754 3.9605
H -1.9444 -4.0075 3.5654
H -1.6589 -2.8932 4.8968
H -0.2986 -3.7941 4.2112
H 0.5130 -0.4744 3.1929
H -0.1230 -1.0977 4.7327
H -1.1125 -0.0400 3.7005
C 2.2438 -3.4838 0.4057
H 1.3652 -4.1614 2.2930
C 2.4056 -2.2727 2.6001
H 1.8100 -4.3234 -0.1442
H 3.2985 -3.7203 0.5944
H 2.2102 -2.5747 -0.2179
H 2.5705 -1.3196 2.0689
H 3.3865 -2.7423 2.7510
H 1.9781 -2.0763 3.5885
N 0.4775 1.9974 2.1339
C 1.5127 2.3672 2.5876
N 2.5746 2.8044 3.1361
C 3.8095 2.5357 2.7852
N 4.9497 2.3703 2.5619

=====

(4)
9
Properties=species:S:1:pos:R:3 method="wB97M-V/def2-TZVPD" total_charge=-1 largest_force_ev_per_a=0.77 e_homo_ha=-0.2153 homo_lumo_gap_ev=9.90 molar_mass_g_mol=129.1
C -0.9430 0.9651 0.5932
O -2.0175 -1.2521 0.7997
O -1.0668 -0.4245 2.9160
O 0.4084 -1.2775 1.1851
O -1.5275 1.9212 1.0114
F 1.1047 -0.6464 -0.9820
S -0.8959 -0.6331 1.4972
H -0.5796 0.8854 -0.4430
H 0.8166 -0.9855 -0.0653

=====

(5)
31
Properties=species:S:1:pos:R:3 method="wB97M-V/def2-TZVPD" total_charge=0 largest_force_ev_per_a=4.62 e_homo_ha="-0.3391 / -0.2655" homo_lumo_gap_ev="9.11 / 7.07" molar_mass_g_mol=159.3
C 2.3122 -1.6331 -0.3665
C -0.1818 -2.1158 -0.7530
C 1.0690 -0.4493 -2.1488
C -2.2292 0.7920 0.0870
C -0.9437 2.1319 1.7230
C -0.5205 2.4741 -0.7033
C 0.9787 -1.0377 -0.7448
C -0.8491 1.3774 0.3464
N -0.1707 -1.8636 2.8149
Si 0.5759 0.2072 0.5463
H 3.0220 -0.8638 -0.3662
H 2.2727 -2.0312 0.6516
H 2.5935 -2.3235 -1.1815
H -0.1970 -2.8028 -1.7201
H -1.0717 -1.7089 -0.5031
H -0.0471 -2.8135 0.1071
H 2.0221 -0.0054 -2.3800
H 0.9472 -1.1924 -2.8653
H 0.3426 0.3146 -2.1983
H -2.3467 0.5607 -0.9133
H -2.3029 -0.0770 0.8210
H -2.9943 1.4564 0.3265
H -1.5465 1.3535 2.3272
H -1.4072 3.1202 1.5890
H 0.0296 2.2874 2.1940
H -0.4415 2.1702 -1.6851
H -1.2766 3.2323 -0.6705
H 0.4692 2.9846 -0.3400
H -0.5635 -2.4642 1.9829
H 0.8330 -2.1750 2.7804
H 1.6221 1.0947 1.2425

=====

(6)
11
Properties=species:S:1:pos:R:3 method="wB97M-V/def2-TZVPD" total_charge=-1 largest_force_ev_per_a=5.59 e_homo_ha=-0.1492 homo_lumo_gap_ev=8.01 smiles="O=C([O-])N[C@H]1CO1" molar_mass_g_mol=102.1
O -2.5646 0.6037 -0.8868
C -1.6499 0.0273 -0.2497
O -1.3337 -1.1828 -0.2554
N -0.8916 0.7387 0.8111
C 0.6604 -0.1569 0.7656
C 1.2478 -0.2959 -0.5065
O 1.8925 0.4939 0.4371
H -0.7346 1.7286 0.5380
H 0.7246 -0.8237 1.5590
H 1.7128 -1.2836 -0.7824
H 0.9364 0.1505 -1.4298

=====

What did the second record say?
14
Properties=species:S:1:pos:R:3 method="wB97M-V/def2-TZVPD" total_charge=0 largest_force_ev_per_a=3.46 e_homo_ha=-0.3177 homo_lumo_gap_ev=9.26 molar_mass_g_mol=88.1
H -0.4825 -1.9178 0.2112
N -1.0995 -1.0841 0.3567
C -1.3293 -0.9776 1.6445
N -1.0611 -1.7471 2.8077
H -1.8589 -0.0271 1.8879
H -0.1793 -2.2334 2.8958
H -1.2118 -1.1236 3.5822
H 2.2329 2.6981 -2.2894
N 2.0403 1.8259 -2.8826
C 0.9545 1.2071 -2.5008
N 0.4628 1.1979 -1.2326
H 0.5510 0.3557 -3.0417
H -0.1339 0.4009 -0.9875
H 1.1149 1.4252 -0.4514